Entry from the OMol25 dataset: one molecule with the formula C12H20O in a non-equilibrium geometry (ωB97M-V/def2-TZVPD).

Structure (XYZ):
```
33
Properties=species:S:1:pos:R:3:forces:R:3:mulliken_charge:R:1
H 1.92350 -0.82596 -2.51027 -0.1 0.0 0.6 0.29
H -3.31911 -4.74293 1.57244 0.1 0.0 -0.6 0.27
H -0.21320 2.58558 2.23503 0.1 -0.4 -0.2 0.43
C -2.15265 -3.90254 -0.09695 -0.1 3.1 0.8 -0.01
O 0.03154 -2.75302 -1.56789 1.3 -1.0 0.0 -0.57
H 2.18932 -1.51782 -0.87783 -0.3 0.6 -0.5 0.32
C 1.97460 -0.57206 -1.42881 0.8 -0.8 -0.2 -1.41
H -0.21086 1.97665 -1.40909 0.2 0.1 0.1 0.45
H -1.16978 2.05056 0.85205 -0.1 0.2 0.0 0.35
H 2.33446 0.78602 1.31332 -0.2 -0.1 -0.1 0.34
H 0.04757 4.16530 -0.12326 -0.2 0.0 0.0 0.41
C 0.98408 3.79389 0.29095 0.1 0.1 -0.2 -1.83
C 0.73046 0.11228 -0.99727 -2.0 -1.8 0.1 0.97
H -1.27510 -0.06564 -0.38705 -0.1 0.0 0.0 0.29
H 1.78464 4.19970 -0.34769 -0.1 -0.5 0.0 0.40
H 3.12190 2.04659 0.37714 -0.1 0.1 0.0 0.35
H 1.13490 4.28282 1.26797 -0.2 -0.4 -0.2 0.41
C 0.74168 1.62064 -0.98983 -0.2 0.0 0.1 -1.52
C -1.79653 -2.57805 -0.17337 -1.0 -3.3 1.1 -0.70
C 2.27324 1.84197 1.03902 0.3 -0.5 -0.1 -1.86
C 0.94870 2.23769 0.40706 -0.2 1.2 0.6 2.27
C -0.40817 -0.62811 -0.71056 2.1 2.2 0.5 -0.17
H -4.15765 -3.46696 0.69077 0.6 0.0 -0.1 0.30
H 1.55868 1.99492 -1.62501 -0.2 -0.2 0.0 0.49
C -0.21940 1.90850 1.36614 0.1 -0.3 -0.2 -1.82
H -0.20643 0.85167 1.68104 0.1 0.5 0.1 0.37
C -0.57629 -2.08829 -0.75584 -0.4 1.2 -2.2 0.35
H -3.94832 -4.99490 -0.09548 -0.2 -0.5 0.1 0.33
H -1.48426 -4.64477 -0.46824 0.3 -0.5 -0.3 0.46
H 2.41473 2.41154 1.95018 0.1 0.1 0.2 0.49
C -3.44514 -4.29980 0.56509 -0.2 0.2 0.0 -1.13
H 2.83463 0.08249 -1.31439 0.1 0.1 0.1 0.42
H -2.44576 -1.86795 0.27062 -0.6 0.6 0.4 0.25
```
Forces are in eV/Å.

Computed properties:
LUMO energy, eV: 0.061
Total energy, eV: -14814.755
SMILES: C/C=C/C(=O)/C=C(\C)CC(C)(C)C
Energy relative to the best compared isomer or geometry (same formula, charge and spin), eV: 1.4567
Spin multiplicity: 1